Formula: C3H7N3S
Source: OMol25
Level of theory: ωB97M-V/def2-TZVPD

Computed properties:
HOMO-LUMO gap (alpha / beta) = 7.84 / 7.18 eV
ΔE to the lowest compared entry with this formula, charge and spin = 572.9 kJ/mol

The geometry in ORCA input format:
```
! wB97M-V def2-TZVPD RIJCOSX def2/J DEFGRID3
* xyz 0 1
C -0.8080 0.5216 -0.5686
C -0.2858 -0.0780 0.5826
C 0.7540 -1.1705 0.5253
N 0.8361 2.4668 -0.4296
N -0.3687 1.9483 -0.8407
N 1.5349 1.7652 0.3316
S 2.9370 1.4433 0.9173
H -0.4609 0.0420 -1.4718
H -1.9178 0.8142 -0.6097
H -0.4216 0.4385 1.6184
H 1.8516 -0.8742 0.5904
H 0.5412 -1.6045 -0.4451
H 0.6435 -1.8644 1.4418
H -1.1798 2.6784 -0.9177
*
```

These are the natural (NBO) partial charges, in e, on atoms 1 to 8:
1 C -0.339
2 C -0.089
3 C -0.683
4 N 0.009
5 N -0.438
6 N -0.328
7 S 0.165
8 H 0.209

***

Formula: C3H7N3S
Source: OMol25
Level of theory: ωB97M-V/def2-TZVPD

Computed properties:
SMILES = [H]/N=C(/NS)[C@@H]1CN1
HOMO-LUMO gap = 9.77 eV
ΔE to the lowest compared entry with this formula, charge and spin = 237.1 kJ/mol

The geometry in ORCA input format:
```
! wB97M-V def2-TZVPD RIJCOSX def2/J DEFGRID3
* xyz 0 1
H 2.2839 -0.0121 -0.4052
N 1.4826 -0.6339 -0.4418
C 0.4872 -0.0617 0.0966
N -0.7263 -0.7291 0.0936
S -1.0910 -2.1509 -0.7385
C 0.4826 1.2169 0.9263
C -0.3451 2.4019 0.4343
N 1.0970 2.4436 0.4536
H -1.5693 -0.1587 0.5259
H -0.4766 -3.0863 0.0651
H 0.5403 0.9897 2.0233
H -0.8392 3.0501 1.1127
H -0.7814 2.3053 -0.5423
H 1.5774 2.4185 -0.4439
*
```

These are the natural (NBO) partial charges, in e, on atoms 1 to 8:
1 H 0.338
2 N -0.685
3 C 0.404
4 N -0.787
5 S 0.214
6 C -0.151
7 C -0.248
8 N -0.588